1.
Entry from the OMol25 dataset: a molecular structure, C46H43ClF15GeN6OPRuS2 at a distorted geometry (ωB97M-V with the def2-TZVPD basis set).

Summary:
- multiplicity = 2
- E_tot (a.u.) = -7450.16745
- net charge = -1

Each line ends with the Löwdin charge.
Cartesian coordinates (Å):
Ru -0.88 -0.59 -0.54  0.568
O 0.05 2.11 -3.61  -0.037
C -0.45 1.61 -2.59  -0.533
N -0.02 0.47 -2.03  -0.137
C 1.04 -0.23 -2.71  -0.216
C 0.72 -1.70 -2.81  -0.280
C 1.56 -2.61 -3.43  -0.025
C 1.19 -3.94 -3.49  -0.066
C -0.02 -4.32 -2.93  -0.061
C -0.80 -3.36 -2.33  -0.164
N -0.44 -2.08 -2.26  0.013
C -1.66 2.22 -2.00  -0.163
C -2.45 3.01 -2.82  -0.042
C -3.75 3.35 -2.49  -0.122
C -4.31 2.72 -1.35  -0.159
C -3.51 1.99 -0.53  -0.161
N -2.16 1.86 -0.73  -0.145
H 1.98 -0.10 -2.15  0.089
H 1.19 0.20 -3.71  0.118
H 2.49 -2.27 -3.87  0.116
H 1.82 -4.67 -3.98  0.104
H -0.35 -5.35 -2.95  0.103
H -1.77 -3.59 -1.89  0.100
H -2.01 3.31 -3.76  0.114
H -4.35 3.96 -3.14  0.084
H -5.36 2.82 -1.13  0.107
H -3.91 1.45 0.32  0.098
Cl -2.15 -1.51 1.05  -0.154
C -2.76 -1.64 -4.84  -0.031
N -3.80 -0.73 -4.46  -0.122
C -4.60 -0.01 -5.32  -0.069
C -5.37 0.81 -4.58  -0.089
N -5.07 0.57 -3.27  0.067
C -4.08 -0.36 -3.18  -0.763
S -3.50 -1.01 -1.77  0.627
H -2.89 -1.94 -5.87  0.090
H -2.79 -2.51 -4.19  0.071
H -1.78 -1.16 -4.71  0.098
H -4.55 -0.16 -6.38  0.111
H -6.12 1.52 -4.87  0.107
H -5.34 1.13 -2.47  0.106
F 3.92 -5.14 2.12  0.090
C 2.61 -5.37 1.94  -0.224
C 1.86 -4.43 1.25  -0.124
C 0.52 -4.70 1.05  -0.218
F -0.20 -3.82 0.34  0.022
C -0.08 -5.86 1.52  -0.125
F -1.37 -6.12 1.29  0.114
C 0.69 -6.79 2.21  -0.121
F 0.14 -7.93 2.65  0.110
C 2.05 -6.54 2.42  -0.138
F 2.80 -7.45 3.06  0.103
Ge 2.69 -2.74 0.59  0.713
S 1.39 -1.02 0.39  0.368
C 3.84 -2.25 2.13  -0.132
C 3.16 -1.93 3.30  -0.239
F 1.83 -2.16 3.34  0.067
C 3.78 -1.41 4.42  -0.132
F 3.07 -1.08 5.51  0.103
C 5.16 -1.22 4.39  -0.117
F 5.79 -0.69 5.46  0.107
C 5.88 -1.60 3.26  -0.132
F 7.22 -1.46 3.27  0.102
C 5.22 -2.11 2.16  -0.208
F 5.95 -2.50 1.10  0.094
C 3.88 -3.23 -0.92  -0.114
C 3.85 -4.44 -1.60  -0.227
F 3.00 -5.40 -1.18  0.090
C 4.65 -4.68 -2.70  -0.144
F 4.60 -5.87 -3.34  0.100
C 5.52 -3.69 -3.16  -0.113
F 6.32 -3.92 -4.22  0.110
C 5.54 -2.45 -2.52  -0.135
F 6.38 -1.49 -2.96  0.111
C 4.73 -2.24 -1.43  -0.240
F 4.72 -1.05 -0.80  0.084
C -3.74 4.09 1.91  -0.100
C -2.76 3.14 2.61  -0.552
C -2.51 3.74 4.00  -0.102
C -3.41 1.76 2.77  -0.106
P -1.13 2.88 1.53  1.108
N -1.31 1.76 0.39  -0.170
C 0.22 2.11 2.64  -0.564
C 0.67 2.96 3.84  -0.076
C -0.34 0.77 3.13  -0.110
C 1.44 1.80 1.77  -0.152
C -0.47 4.57 0.83  -0.572
C 0.14 5.48 1.89  -0.077
C -1.57 5.33 0.08  -0.082
C 0.59 4.20 -0.21  -0.072
H -4.74 3.94 2.33  0.088
H -3.80 3.91 0.84  0.043
H -3.48 5.13 2.08  0.066
H -3.48 3.91 4.47  0.089
H -2.00 4.70 3.94  0.061
H -1.96 3.06 4.63  0.067
H -4.45 1.78 2.44  0.077
H -3.42 1.45 3.81  0.079
H -2.89 0.98 2.20  0.011
H -0.08 3.64 4.20  0.040
H 1.56 3.53 3.60  0.065
H 0.94 2.29 4.65  0.087
H -1.22 0.90 3.75  0.064
H 0.41 0.26 3.73  0.082
H -0.58 0.13 2.28  -0.020
H 2.13 2.64 1.71  0.068
H 1.13 1.50 0.78  0.008
H 1.99 0.97 2.21  0.051
H -0.53 5.64 2.72  0.063
H 0.35 6.45 1.44  0.088
H 1.08 5.08 2.26  0.064
H -2.18 5.92 0.75  0.064
H -2.20 4.66 -0.49  0.060
H -1.10 6.02 -0.62  0.089
H 1.44 3.69 0.23  0.055
H 0.96 5.12 -0.68  0.092
H 0.18 3.57 -0.99  0.068

=====

2.
Entry from the OMol25 dataset: a molecular structure, C14H12FeN2O5 at a distorted geometry (ωB97M-V with the def2-TZVPD basis set).

Summary:
- multiplicity = 5
- E_tot (a.u.) = -2289.76545
- net charge = 0

Each line ends with the Löwdin charge.
Cartesian coordinates (Å):
O -3.36 -3.48 -2.70  -0.015
C -2.37 -2.81 -2.50  -0.332
C -1.16 -3.24 -1.81  -0.303
N -0.16 -2.41 -1.39  0.073
C 0.70 -3.18 -0.67  -0.092
C 0.24 -4.52 -0.73  -0.081
N -0.92 -4.54 -1.46  0.127
H -2.27 -1.75 -2.83  0.091
H 1.58 -2.81 -0.14  0.115
H 0.73 -5.37 -0.28  0.105
C -2.54 1.24 2.55  -0.030
O -1.12 1.27 2.31  -0.096
C -0.56 1.26 1.05  -0.296
C 0.49 0.31 0.79  -0.136
C 0.46 -0.17 -0.62  -0.223
C 0.54 0.92 -1.56  -0.048
C 0.08 2.16 -1.12  -0.147
C -0.67 2.29 0.09  -0.027
Fe 1.49 2.03 0.53  0.125
C 2.93 1.05 0.59  -0.131
O 3.90 0.43 0.66  0.165
C 1.65 2.38 2.22  -0.132
O 1.99 2.52 3.33  0.156
C 2.41 3.46 0.00  -0.100
O 3.24 4.26 -0.13  0.147
H -2.64 1.50 3.60  0.096
H -3.07 1.96 1.92  0.092
H -2.92 0.22 2.39  0.098
H 0.75 -0.41 1.57  0.147
H 1.22 -0.93 -0.84  0.097
H -0.53 -0.62 -0.81  0.153
H 1.04 0.79 -2.52  0.132
H 0.15 3.04 -1.78  0.132
H -1.30 3.16 0.29  0.138